ORCA calculation (ωB97M-V/def2-TZVPD) on a molecular structure, C39H47EuN3O7P2S2Si2 in a non-equilibrium geometry.

Computed properties:
HOMO level (spin up / spin down) ... 0.10 / -1.75 eV
Calculated total energy ... -135349.9947 eV
Multiplicity ... 8
Net charge ... -2
Energy relative to the best compared isomer or geometry (same formula, charge and spin) ... 0.000 eV

Last column: Löwdin spin population.
Element x y z (Å)
1 Eu -1.083 0.581 0.445  7.00
2 C -0.911 -2.111 -4.282  0.00
3 Si -1.737 -1.394 -2.759  0.00
4 C -2.453 -2.848 -1.854  0.00
5 C -3.158 -0.366 -3.346  0.00
6 N -0.709 -0.516 -1.742  -0.01
7 P 0.841 -0.146 -1.793  0.00
8 C 1.461 0.595 -0.404  0.00
9 P 1.739 -0.352 0.969  0.00
10 N 0.446 -0.938 1.757  0.00
11 Si 0.225 -1.310 3.403  0.00
12 C 1.042 -2.891 4.006  0.00
13 C 0.791 -0.047 4.661  0.00
14 C -1.579 -1.627 3.728  0.00
15 C 2.784 0.712 2.095  0.00
16 C 3.655 0.145 3.023  0.00
17 C 4.415 0.932 3.886  0.00
18 C 4.310 2.316 3.827  0.00
19 C 3.457 2.899 2.892  0.00
20 C 2.711 2.105 2.028  0.00
21 C 2.938 -1.724 0.744  0.00
22 C 2.622 -3.063 1.003  0.00
23 C 3.559 -4.071 0.808  0.00
24 C 4.838 -3.762 0.319  0.00
25 C 5.157 -2.430 0.024  0.00
26 C 4.226 -1.428 0.232  0.00
27 C 1.699 -1.672 -2.399  0.00
28 C 1.434 -2.855 -1.698  0.00
29 C 1.986 -4.066 -2.091  0.00
30 C 2.814 -4.125 -3.208  0.00
31 C 3.078 -2.965 -3.922  0.00
32 C 2.529 -1.750 -3.517  0.00
33 C 1.164 1.084 -3.131  0.00
34 C 0.092 1.753 -3.710  0.00
35 C 0.300 2.792 -4.617  0.00
36 C 1.589 3.164 -4.966  0.00
37 C 2.676 2.512 -4.379  0.00
38 C 2.461 1.497 -3.459  0.00
39 H -1.688 -2.456 -4.984  0.00
40 H -0.265 -2.962 -4.030  0.00
41 H -0.292 -1.363 -4.800  0.00
42 H -3.160 -3.407 -2.488  0.00
43 H -2.982 -2.505 -0.959  0.00
44 H -1.650 -3.533 -1.547  0.00
45 H -3.820 -0.953 -3.997  0.00
46 H -2.819 0.522 -3.891  0.00
47 H -3.735 -0.011 -2.484  0.00
48 H 2.126 -2.898 3.835  0.00
49 H 0.613 -3.778 3.517  0.00
50 H 0.866 -2.978 5.091  0.00
51 H 1.804 -0.273 5.008  0.00
52 H 0.120 -0.083 5.533  0.00
53 H 0.797 0.973 4.264  0.00
54 H -1.875 -2.596 3.301  0.00
55 H -2.234 -0.870 3.290  0.00
56 H -1.788 -1.658 4.810  0.00
57 H 3.749 -0.937 3.077  0.00
58 H 5.086 0.463 4.599  0.00
59 H 4.893 2.937 4.500  0.00
60 H 3.379 3.980 2.829  0.00
61 H 2.065 2.544 1.280  0.00
62 H 1.622 -3.303 1.343  0.00
63 H 3.291 -5.103 1.019  0.00
64 H 5.568 -4.549 0.154  0.00
65 H 6.138 -2.181 -0.370  0.00
66 H 4.476 -0.395 -0.002  0.00
67 H 0.770 -2.822 -0.842  0.00
68 H 1.772 -4.964 -1.523  0.00
69 H 3.247 -5.070 -3.519  0.00
70 H 3.709 -3.002 -4.804  0.00
71 H 2.731 -0.865 -4.104  0.00
72 H -0.918 1.496 -3.413  0.00
73 H -0.556 3.317 -5.028  0.00
74 H 1.753 3.973 -5.670  0.00
75 H 3.689 2.815 -4.623  0.00
76 H 3.309 1.040 -2.956  0.00
77 O -2.715 2.907 -2.253  0.00
78 S -2.937 3.192 -0.848  0.00
79 O -3.044 4.608 -0.525  0.00
80 O -1.970 2.501 0.035  -0.01
81 C -4.576 2.534 -0.506  0.00
82 C -5.556 3.242 -1.220  0.00
83 C -6.896 2.952 -1.093  0.00
84 C -7.313 1.929 -0.228  0.00
85 C -6.376 1.203 0.473  0.00
86 C -5.003 1.472 0.355  0.00
87 S -3.954 0.326 1.221  0.00
88 O -4.839 -0.582 1.919  0.00
89 O -3.153 -0.316 0.154  0.00
90 O -3.074 1.090 2.102  0.00
91 H -5.237 4.041 -1.880  0.00
92 H -7.625 3.518 -1.664  0.00
93 H -8.367 1.695 -0.115  0.00
94 H -6.675 0.394 1.124  0.00
95 C -1.170 4.306 2.699  0.00
96 C -1.031 2.857 3.063  0.00
97 N -1.622 2.437 4.216  0.00
98 O -0.383 2.103 2.357  0.00
99 H -1.709 4.890 3.447  0.00
100 H -1.693 4.359 1.740  0.00
101 H -0.168 4.713 2.560  0.00
102 H -2.350 3.014 4.595  0.00
103 H -1.763 1.440 4.284  0.00